C4H4CrO12 | wB97M-V/def2-TZVPD

Summary:
Energy relative to the best compared isomer or geometry (same formula, charge and spin) = 0.0 kcal per mole
Molar mass = 296.06 g/mol
Frontier orbital gap (alpha / beta) = 8.755 / 9.510 eV
HOMO level (alpha / beta) = -5.7485 / -6.4822 eV
Charge = -1
⟨S²⟩ = 3.78
Strongest force on any atom = 3.24 eV/Å
Multiplicity = 4

Geometry as XYZ:
```
21
Properties=species:S:1:pos:R:3:lowdin_charge:R:1
Cr 18.084 19.571 -5.497 1.192
O 15.568 19.247 -8.476 0.145
C 16.313 19.361 -7.387 -0.745
O 15.973 19.023 -6.231 -0.002
O 17.502 19.799 -7.487 -0.047
H 14.749 18.772 -8.307 0.121
O 18.969 15.786 -4.930 0.132
C 18.576 17.041 -5.184 -0.750
O 18.899 17.638 -6.261 -0.032
O 17.788 17.672 -4.452 -0.018
H 19.741 15.689 -5.504 0.116
O 21.724 20.623 -4.514 0.132
C 20.469 20.229 -4.785 -0.732
O 19.697 19.733 -3.935 0.007
O 19.989 20.338 -5.956 -0.047
H 22.146 20.613 -5.383 0.118
O 15.925 22.592 -4.128 0.110
C 16.820 21.664 -4.546 -0.754
O 17.490 21.893 -5.581 -0.020
O 16.931 20.527 -4.018 -0.037
H 16.039 23.206 -4.868 0.111
```



C11H15N | wB97M-V/def2-TZVPD

Summary:
Energy relative to the best compared isomer or geometry (same formula, charge and spin) = 18.1 kcal per mole
Molar mass = 161.25 g/mol
Frontier orbital gap = 8.757 eV
HOMO level = -7.8657 eV
Strongest force on any atom = 3.01 eV/Å
Multiplicity = 1

Geometry as XYZ:
```
27
Properties=species:S:1:pos:R:3:lowdin_charge:R:1
C 4.636 0.690 -0.721 -0.157
C 3.880 0.396 -2.033 -0.180
H 5.304 1.528 -0.900 0.060
H 3.895 1.049 0.001 0.055
H 5.015 -0.244 -0.334 0.059
H 4.421 -0.043 -2.869 0.059
H 3.275 1.234 -2.358 0.051
H 3.161 -0.408 -1.798 0.052
C -4.213 -0.692 1.768 -0.065
C -1.970 -0.193 0.446 -0.123
C -2.764 -0.756 1.528 -0.230
C -0.605 -0.459 0.716 -0.210
C -1.829 -1.221 2.403 -0.074
C -1.339 0.921 -1.594 -0.104
C 0.036 0.654 -1.346 -0.088
C -2.309 0.458 -0.760 -0.038
C 0.329 -0.076 -0.226 -0.048
N -0.532 -1.019 1.978 0.080
H -1.571 1.465 -2.503 0.097
H 0.710 0.925 -2.140 0.088
H -3.354 0.727 -0.872 0.109
H 1.397 -0.140 0.015 0.098
H -4.379 -1.426 2.567 0.078
H -4.949 -0.865 0.981 0.076
H -1.973 -1.564 3.418 0.122
H 0.316 -1.211 2.487 0.152
H -4.589 0.270 2.147 0.082
```



H2S | wB97M-V/def2-TZVPD

Summary:
Energy relative to the best compared isomer or geometry (same formula, charge and spin) = 8.3 kcal per mole
Molar mass = 34.08 g/mol
Frontier orbital gap = 10.573 eV
HOMO level = -9.7813 eV
Strongest force on any atom = 3.04 eV/Å
Multiplicity = 1

Geometry as XYZ:
```
3
Properties=species:S:1:pos:R:3:lowdin_charge:R:1
S 0.954 -0.056 -0.002 0.367
H -0.139 -1.088 -0.017 -0.117
H 0.268 1.100 -0.017 -0.249
```



C27H69I2N2O14 | wB97M-V/def2-TZVPD

Summary:
Molar mass = 899.66 g/mol
Frontier orbital gap = 6.420 eV
HOMO level = -10.8633 eV
Charge = +1
Strongest force on any atom = 4.15 eV/Å
Multiplicity = 1

Geometry as XYZ:
```
114
Properties=species:S:1:pos:R:3:lowdin_charge:R:1
C 4.431 -2.115 1.150 0.031
C 4.762 -0.926 0.165 -0.463
O 4.164 0.114 0.324 0.076
O 5.747 -1.165 -0.772 -0.004
C 5.598 -0.360 -1.951 -0.160
C 4.662 -1.008 -3.050 -0.069
C 3.185 -0.522 -2.945 -0.178
C 2.106 -1.571 -2.991 0.126
C 0.729 -1.049 -2.913 -0.214
C -0.483 -1.997 -2.982 -0.714
I -1.043 -2.599 -4.999 0.896
C -1.159 -2.466 -1.908 -0.709
C -2.355 -3.451 -1.929 -0.168
I -0.494 -1.792 0.052 0.982
C 0.576 0.435 -2.786 -0.077
C -0.842 1.083 -2.687 -0.098
C -0.893 2.382 -1.787 -0.374
C -1.439 3.607 -2.669 -0.061
C -1.788 2.196 -0.484 -0.066
N 1.712 1.170 -2.775 0.092
N 2.965 0.787 -2.828 0.150
H 3.473 -2.613 0.873 0.083
H 5.306 -2.817 1.204 0.090
H 4.344 -1.639 2.166 0.101
H 6.620 -0.311 -2.425 0.146
H 5.303 0.702 -1.764 0.095
H 5.047 -0.618 -4.042 0.123
H 4.731 -2.121 -3.104 0.130
H 2.334 -2.656 -3.082 0.141
H -3.181 -3.159 -1.220 0.086
H -2.008 -4.493 -1.666 0.098
H -2.841 -3.544 -2.937 0.033
H -1.140 1.304 -3.751 0.131
H -1.591 0.354 -2.288 0.096
H 0.111 2.721 -1.406 0.117
H -0.875 4.531 -2.354 0.082
H -1.153 3.450 -3.749 0.081
H -2.543 3.712 -2.529 0.069
H -1.264 1.421 0.143 0.047
H -1.709 3.156 0.098 0.093
H -2.842 1.924 -0.733 0.088
H 1.561 2.187 -2.715 0.182
C -5.071 0.644 -3.305 -0.128
O -3.675 0.633 -3.600 -0.153
H -5.286 1.504 -2.673 0.082
H -5.645 0.724 -4.230 0.083
H -5.346 -0.271 -2.775 0.078
H -3.508 -0.135 -4.159 0.058
C 0.129 -2.556 4.667 -0.145
O 0.550 -1.654 3.645 -0.147
H 0.580 -2.256 5.608 0.073
H -0.958 -2.525 4.761 0.063
H 0.452 -3.570 4.418 0.083
H 0.135 -1.945 2.826 -0.038
C -4.304 6.121 -2.490 -0.155
O -4.556 5.018 -3.353 -0.141
H -4.202 5.753 -1.469 0.079
H -3.378 6.619 -2.790 0.065
H -5.138 6.824 -2.539 0.073
H -4.643 5.372 -4.247 0.074
C -5.450 9.150 -4.581 -0.157
O -5.301 8.113 -5.546 -0.135
H -4.488 9.323 -4.101 0.072
H -5.780 10.070 -5.070 0.078
H -6.181 8.847 -3.827 0.073
H -6.162 7.977 -5.956 0.076
C -4.228 -2.740 4.922 -0.149
O -3.832 -1.792 3.938 -0.126
H -5.284 -2.971 4.784 0.084
H -3.640 -3.653 4.810 0.050
H -4.077 -2.318 5.919 0.074
H -2.897 -1.606 4.083 0.052
C -1.360 -3.082 8.156 -0.126
O -0.518 -3.757 7.228 -0.153
H -2.396 -3.220 7.850 0.073
H -1.221 -3.498 9.156 0.083
H -1.125 -2.014 8.163 0.079
H 0.390 -3.622 7.520 0.088
C 5.606 2.408 -4.806 -0.154
O 5.391 1.348 -5.732 -0.131
H 6.664 2.443 -4.552 0.086
H 5.312 3.359 -5.256 0.082
H 5.023 2.229 -3.898 0.043
H 4.451 1.337 -5.942 0.072
C 6.291 2.997 -0.248 -0.162
O 5.533 2.620 0.890 -0.121
H 6.505 4.063 -0.187 0.082
H 7.233 2.442 -0.271 0.082
H 5.719 2.797 -1.161 0.055
H 5.355 1.672 0.815 0.030
C -0.794 9.213 -2.549 -0.154
O -2.101 8.883 -2.096 -0.140
H -0.880 9.884 -3.402 0.080
H -0.239 9.713 -1.751 0.077
H -0.266 8.306 -2.856 0.072
H -2.001 8.291 -1.343 0.071
C 0.061 -7.415 6.189 -0.157
O -0.694 -6.542 7.015 -0.137
H 0.403 -8.258 6.790 0.080
H -0.564 -7.785 5.371 0.073
H 0.926 -6.886 5.785 0.050
H -0.984 -5.805 6.464 0.041
C 4.339 -6.862 4.422 -0.154
O 3.029 -7.163 4.888 -0.144
H 4.259 -6.196 3.565 0.072
H 4.910 -6.367 5.211 0.078
H 4.846 -7.781 4.117 0.078
H 3.122 -7.752 5.644 0.077
C -3.164 -5.942 3.180 -0.144
O -2.053 -5.240 3.726 -0.145
H -4.033 -5.773 3.813 0.077
H -3.373 -5.572 2.173 0.076
H -2.943 -7.011 3.147 0.080
H -1.301 -5.407 3.148 0.075
```